[1]
Here is a structure of composition C23H25BrN8O3PbS2 from the OMol25 dataset. Energies are from the ωB97M-V functional and the def2-TZVPD basis.

Geometry as XYZ:
```
63
C23H25BrN8O3PbS2, DFT the ωB97M-V functional and the def2-TZVPD basis
Pb 0.02 2.04 1.39
C -3.43 1.45 0.36
C -2.66 0.18 0.54
N -1.45 0.12 0.14
N -0.83 -1.14 0.14
C -0.14 -1.50 1.13
S -0.08 -0.75 2.74
S 0.89 -2.92 1.19
C 1.61 -3.04 -0.49
C 0.76 -3.61 -1.58
C 0.73 -4.99 -1.77
C -0.03 -5.55 -2.79
C -0.75 -4.73 -3.64
C -0.71 -3.35 -3.47
C 0.04 -2.80 -2.45
C -3.26 -0.89 1.37
C -4.35 -1.67 1.04
C -4.81 -2.62 1.94
C -4.19 -2.78 3.17
C -3.11 -1.98 3.54
C -2.67 -1.05 2.63
O -1.62 -0.15 2.95
H -2.91 2.12 -0.32
H -4.41 1.22 -0.05
H -3.61 1.93 1.32
H 2.02 -2.06 -0.74
H 2.46 -3.69 -0.29
H 1.30 -5.64 -1.11
H -0.05 -6.62 -2.92
H -1.34 -5.16 -4.44
H -1.27 -2.71 -4.14
H 0.06 -1.72 -2.31
H -4.83 -1.56 0.08
H -5.65 -3.25 1.67
H -4.56 -3.52 3.87
H -2.64 -2.08 4.50
C 3.11 -0.41 -2.99
C 2.22 0.73 -2.59
C 1.79 1.70 -3.49
C 0.95 2.73 -3.07
C 0.58 2.73 -1.75
Br -0.58 4.10 -1.08
N 0.96 1.82 -0.86
C 1.77 0.84 -1.28
H 3.43 -0.30 -4.02
H 2.58 -1.36 -2.89
H 4.00 -0.44 -2.36
H 2.11 1.66 -4.52
H 0.61 3.49 -3.75
H 2.08 0.14 -0.52
N 0.23 5.14 2.60
N 1.58 5.48 2.71
C 2.55 4.57 2.49
N 3.81 4.93 2.66
N 2.10 3.35 2.10
N 2.98 2.33 1.88
O 4.18 2.44 1.93
O 2.40 1.27 1.55
H -0.23 5.82 2.01
H -0.19 5.18 3.52
H 1.84 6.40 3.03
H 4.04 5.86 2.99
H 4.54 4.26 2.50
```

Energy relative to the best compared isomer or geometry (same formula, charge and spin), kcal/mol: 0.00
HOMO level, eV: -13.13
HOMO-LUMO gap, eV: 7.08
Lowest unoccupied orbital energy, eV: -6.0
Charge: +2
Spin multiplicity: 1

Atom charges from the Mulliken analysis, given in e for atoms 1 to 2:
1 Pb 1.3549
2 C -1.2046

[2]
Here is a structure of composition C23H25CdN7O7S from the OMol25 dataset. Energies are from the ωB97M-V functional and the def2-TZVPD basis.

Geometry as XYZ:
```
64
C23H25CdN7O7S, DFT the ωB97M-V functional and the def2-TZVPD basis
Cd 0.22 0.08 0.11
C -1.89 -1.35 2.16
C -0.49 -1.65 2.71
N 0.42 -0.54 2.49
C 0.28 0.59 3.38
C -0.61 1.67 2.79
C -1.23 2.61 3.59
C -2.02 3.58 2.99
C -2.18 3.55 1.61
C -1.51 2.58 0.88
C -1.62 2.50 -0.62
N -1.42 1.15 -1.10
C -2.61 0.32 -1.14
C -2.96 -0.28 0.23
N -1.81 -0.99 0.76
N -0.74 1.67 1.47
H -2.32 -0.50 2.71
H -2.54 -2.23 2.34
H -0.08 -2.51 2.17
H -0.57 -1.91 3.78
H 1.37 -0.88 2.49
H 1.26 1.04 3.56
H -0.14 0.29 4.36
H -1.09 2.60 4.66
H -2.51 4.33 3.58
H -2.80 4.27 1.11
H -0.83 3.14 -1.01
H -2.60 2.90 -0.93
H -1.04 1.14 -2.07
H -2.40 -0.50 -1.83
H -3.48 0.89 -1.51
H -3.84 -0.94 0.11
H -3.23 0.52 0.93
H -1.60 -1.79 0.18
O -0.18 -1.28 -1.67
N 0.74 -1.44 -2.59
C 1.69 -2.37 -2.39
C 2.67 -2.63 -3.32
C 2.65 -1.91 -4.52
C 1.69 -0.96 -4.71
C 0.71 -0.70 -3.74
S -0.48 0.47 -3.99
H 1.65 -2.86 -1.43
H 3.42 -3.36 -3.10
H 3.40 -2.10 -5.28
H 1.65 -0.37 -5.61
O 3.95 -1.95 0.93
C 3.16 -1.02 0.77
O 2.02 -1.13 0.21
C 3.51 0.35 1.35
C 2.75 1.46 0.99
C 2.93 2.68 1.67
C 3.96 2.82 2.59
C 4.78 1.73 2.86
C 4.52 0.48 2.28
N 5.88 1.89 3.74
O 6.59 0.91 3.98
O 6.07 3.00 4.25
N 2.01 3.71 1.45
O 2.10 4.76 2.12
O 1.10 3.52 0.61
H 2.04 1.41 0.17
H 4.12 3.76 3.09
H 5.13 -0.37 2.55
```

Energy relative to the best compared isomer or geometry (same formula, charge and spin), kcal/mol: 21.19
Expectation value of S²: 0.779
HOMO level (alpha / beta), eV: -2.75 / -4.87
HOMO-LUMO gap (alpha / beta), eV: 4.82 / 7.06
Lowest unoccupied orbital energy (alpha / beta), eV: 2.1 / 2.2
Charge: -1
Spin multiplicity: 2

Atom charges from the Mulliken analysis, given in e for atoms 1 to 2:
1 Cd 3.1414
2 C -0.7801

[3]
Here is a cluster of 5 separate species, C23H25Cl2F3O3 in total from the OMol25 dataset. Energies are from the ωB97M-V functional and the def2-TZVPD basis.

Geometry as XYZ:
```
56
C23H25Cl2F3O3, DFT the ωB97M-V functional and the def2-TZVPD basis
C 18.51 -5.81 22.38
Cl 17.86 -5.99 20.76
Cl 18.44 -7.35 23.28
H 19.56 -5.53 22.34
H 17.97 -4.97 22.82
C 19.38 -2.33 20.86
C 20.82 -1.92 20.56
O 21.55 -2.17 21.76
C 21.97 -3.36 22.12
O 21.75 -4.41 21.57
O 22.96 -3.03 23.05
C 23.46 -4.07 23.85
H 18.94 -1.56 21.50
H 19.13 -3.25 21.38
H 18.78 -2.33 19.95
H 20.92 -0.92 20.13
H 21.24 -2.56 19.79
H 23.64 -4.99 23.29
H 22.84 -4.16 24.75
H 24.42 -3.83 24.31
F 20.48 -5.50 24.66
C 20.52 -4.59 25.68
C 20.73 -5.02 26.99
C 20.76 -4.10 28.01
C 20.63 -2.73 27.66
C 20.41 -2.27 26.37
C 20.36 -3.24 25.32
H 20.90 -6.07 27.20
H 21.06 -4.32 29.02
H 20.72 -1.97 28.41
H 20.37 -1.22 26.16
H 20.07 -2.94 24.32
F 14.48 -1.70 20.18
C 15.11 -2.28 19.20
C 15.81 -3.43 19.44
C 16.42 -4.12 18.34
C 16.52 -3.53 17.02
C 15.94 -2.25 16.90
C 15.14 -1.63 17.95
H 15.68 -3.85 20.42
H 16.74 -5.14 18.49
H 17.11 -3.99 16.24
H 16.01 -1.75 15.95
H 14.67 -0.66 17.85
F 20.69 -2.89 16.94
C 20.10 -4.08 16.81
C 19.64 -4.45 15.58
C 19.22 -5.74 15.40
C 19.13 -6.67 16.44
C 19.64 -6.24 17.72
C 20.08 -4.94 17.90
H 19.68 -3.83 14.69
H 19.05 -6.08 14.39
H 18.91 -7.72 16.33
H 19.61 -6.92 18.55
H 20.51 -4.52 18.79
```

Expectation value of S²: 0.760
HOMO level (alpha / beta), eV: 0.61 / -3.91
HOMO-LUMO gap (alpha / beta), eV: 1.64 / 6.14
Lowest unoccupied orbital energy (alpha / beta), eV: 2.2 / 2.2
Charge: -1
Spin multiplicity: 2

Atom charges from the Mulliken analysis, given in e for atoms 1 to 2:
1 C -0.0250
2 Cl -0.0404

[4]
Here is a structure of composition C23H25Cl4NO3OsPS2 from the OMol25 dataset. Energies are from the ωB97M-V functional and the def2-TZVPD basis.

Geometry as XYZ:
```
60
C23H25Cl4NO3OsPS2, DFT the ωB97M-V functional and the def2-TZVPD basis
Os 0.48 -0.52 1.08
Cl 2.29 3.47 7.15
C 2.04 2.81 5.53
C 2.60 1.56 5.19
C 2.39 0.97 3.95
Cl 3.06 -0.58 3.61
C 1.64 1.68 2.96
O 1.42 1.19 1.78
C 1.10 2.92 3.34
Cl 0.36 3.96 2.15
C 1.32 3.49 4.58
H 3.13 1.13 5.99
H 0.85 4.42 4.89
C 1.93 -4.97 -4.02
C 1.11 -4.56 -2.85
O 1.84 -3.55 -2.13
P 1.17 -2.12 -1.68
S 2.42 -1.45 -0.20
S -0.70 -2.21 -1.26
O 1.24 -1.11 -2.93
C 2.58 -0.75 -3.39
C 2.44 -0.47 -4.88
H 1.55 -5.88 -4.40
H 2.99 -5.10 -3.78
H 2.04 -4.20 -4.80
H 0.95 -5.35 -2.10
H 0.13 -4.18 -3.16
H 3.23 -1.59 -3.25
H 2.86 0.18 -2.92
H 2.11 -1.32 -5.44
H 3.39 -0.14 -5.27
H 1.65 0.29 -5.02
C -2.12 4.10 -2.81
C -1.58 2.91 -2.11
C -2.39 1.88 -1.53
C -1.86 0.96 -0.73
N -0.55 0.88 -0.40
C 0.21 1.82 -0.92
C -0.23 2.82 -1.83
H -3.05 4.43 -2.27
H -2.35 3.90 -3.86
H -1.40 4.86 -2.77
H -3.45 1.89 -1.64
H -2.47 0.18 -0.32
H 1.27 1.77 -0.61
H 0.52 3.51 -2.15
Cl -6.22 -0.24 2.25
C -4.48 -0.57 2.35
C -3.66 0.30 3.01
C -2.31 -0.01 3.14
C -1.81 -1.22 2.57
C -0.36 -1.57 2.74
C -2.63 -2.02 1.78
C -4.00 -1.70 1.71
H -4.07 1.24 3.40
H -1.63 0.67 3.62
H -0.17 -2.61 2.68
H 0.13 -1.10 3.60
H -2.30 -2.86 1.26
H -4.67 -2.25 1.14
```

Energy relative to the best compared isomer or geometry (same formula, charge and spin), kcal/mol: 0.00
Expectation value of S²: 8.771
HOMO level (alpha / beta), eV: -6.98 / -8.23
HOMO-LUMO gap (alpha / beta), eV: 7.19 / 7.18
Lowest unoccupied orbital energy (alpha / beta), eV: 0.2 / -1.0
Charge: 0
Spin multiplicity: 6

Atom charges from the Mulliken analysis, given in e for atoms 1 to 2:
1 Os 1.7285
2 Cl -0.2327

no.,molar mass (Da),F_max (eV Å⁻¹)
1,812.74,0.52
2,655.97,2.29
3,477.35,3.65
4,790.61,3.22